[1]
Molecular formula: C11H23Br3FO8S2
Method: DFT, wB97M-V/def2-TZVPD

- gap between HOMO and LUMO (eV) = 4.70
- charge = -1
- energy relative to the best compared isomer or geometry (same formula, charge and spin) (kJ/mol) = 302.6

Positions of all 48 atoms, in Å:
1 F 1.456 0.366 0.193
2 O 6.459 1.511 -3.077
3 C 7.332 0.777 -2.644
4 O 8.643 1.059 -2.824
5 C 9.435 0.186 -1.991
6 C 8.572 -1.131 -1.984
7 C 7.158 -0.530 -1.938
8 H 9.667 0.542 -0.987
9 H 10.396 0.043 -2.485
10 H 8.788 -1.830 -1.175
11 H 8.716 -1.702 -2.901
12 H 6.699 -0.303 -0.976
13 H 6.526 -1.141 -2.583
14 O -3.499 0.342 -2.813
15 S -4.162 -0.964 -2.694
16 O -4.714 -1.346 -1.414
17 O -5.366 -1.079 -3.864
18 C -5.119 -0.489 -5.102
19 C -6.321 -0.476 -5.992
20 C -3.071 -2.315 -3.335
21 H -4.336 -1.004 -5.658
22 H -4.765 0.522 -4.901
23 H -6.782 -1.463 -5.967
24 H -6.113 -0.172 -7.018
25 H -7.034 0.320 -5.778
26 H -2.225 -2.418 -2.655
27 H -2.636 -2.070 -4.304
28 H -3.681 -3.217 -3.288
29 O -1.462 4.184 2.950
30 S -1.438 3.955 4.437
31 O -1.393 5.082 5.363
32 O -2.709 3.024 4.884
33 C -2.939 1.863 4.085
34 C -4.177 1.058 4.678
35 C 0.033 2.876 4.823
36 H -2.070 1.204 4.076
37 H -3.147 2.121 3.047
38 H -4.009 0.719 5.700
39 H -4.314 0.126 4.128
40 H -5.099 1.636 4.727
41 H 0.072 2.054 4.108
42 H -0.315 2.407 5.743
43 H 0.876 3.521 5.066
44 C 0.477 -3.431 4.386
45 Br 0.773 -2.750 6.199
46 Br -1.447 -3.838 4.039
47 Br 1.542 -5.120 4.112
48 H 0.722 -2.710 3.605

=====

[2]
Molecular formula: C5H38NO15
Method: DFT, wB97M-V/def2-TZVPD

- gap between HOMO and LUMO (eV) = 9.45
- charge = -1
- energy relative to the best compared isomer or geometry (same formula, charge and spin) (kJ/mol) = 639.7

Positions of all 59 atoms, in Å:
1 C 1.720 -2.880 0.878
2 N 3.030 -2.319 1.135
3 C 3.465 -1.529 0.038
4 O 4.860 -1.219 0.287
5 C 1.474 -4.206 0.068
6 C 0.395 -3.850 -0.925
7 C -1.016 -3.838 -0.163
8 O -1.669 -2.611 -0.476
9 H 1.103 -2.029 0.412
10 H 1.144 -2.715 1.800
11 H 3.588 -3.126 1.321
12 H 2.973 -0.503 0.029
13 H 3.499 -1.941 -0.953
14 H 5.009 -1.434 1.210
15 H 1.140 -5.079 0.617
16 H 2.459 -4.199 -0.525
17 H 0.434 -2.967 -1.594
18 H 0.244 -4.599 -1.727
19 H -1.029 -3.885 0.948
20 H -1.531 -4.607 -0.698
21 H -3.617 -2.129 -0.126
22 H -3.443 -0.633 0.323
23 O -3.725 -1.183 -0.423
24 H -0.583 2.925 -0.046
25 H 0.043 3.311 -1.554
26 O -0.664 2.835 -1.125
27 H 1.330 3.317 -0.019
28 H 1.648 2.166 1.080
29 O 1.927 2.653 0.250
30 H -1.013 -1.974 -0.102
31 H 0.547 0.418 -0.748
32 O 0.543 -0.295 -0.054
33 H 1.880 0.480 2.199
34 H 0.534 0.014 0.887
35 O 0.942 0.613 2.405
36 H -1.151 0.098 -2.718
37 H -1.835 -0.208 -3.883
38 O -0.955 -0.378 -3.550
39 H -4.291 1.148 1.620
40 H -2.874 1.096 2.356
41 O -3.365 1.015 1.520
42 H -1.129 -0.360 3.556
43 H -0.911 1.089 3.396
44 O -1.604 0.449 3.407
45 H -2.575 2.159 -3.000
46 H -3.782 1.701 -2.320
47 O -3.227 1.422 -3.050
48 H 0.383 3.319 3.191
49 H 1.762 2.989 3.835
50 O 1.284 3.582 3.304
51 H -1.301 3.815 -2.653
52 H -2.444 3.938 -1.686
53 O -2.252 3.832 -2.624
54 H -1.237 2.384 1.359
55 H 0.454 1.538 1.973
56 O -0.340 2.629 1.508
57 H 1.133 0.477 -3.052
58 H 2.116 1.448 -2.079
59 O 1.329 1.258 -2.579

=====

[3]
Molecular formula: C38H32LuN5O2PS
Method: DFT, wB97M-V/def2-TZVPD

- gap between HOMO and LUMO (eV) = 6.78
- charge = +1
- energy relative to the best compared isomer or geometry (same formula, charge and spin) (kJ/mol) = 0.0

Positions of all 80 atoms, in Å:
1 Lu 14.874 -1.200 14.687
2 N 11.801 4.902 14.377
3 C 12.433 3.916 13.681
4 C 13.443 3.151 14.333
5 C 14.054 2.149 13.637
6 C 13.627 1.793 12.332
7 C 12.637 2.538 11.695
8 C 12.073 3.631 12.347
9 S 14.420 0.539 11.411
10 O 13.359 -0.097 10.677
11 O 15.592 1.051 10.757
12 N 14.931 -0.520 12.567
13 C 15.740 -1.540 12.160
14 N 16.010 -1.877 10.886
15 C 16.787 -2.970 10.748
16 C 17.239 -3.744 11.822
17 C 16.949 -3.326 13.084
18 N 16.161 -2.237 13.219
19 H 12.182 5.206 15.259
20 H 11.255 5.610 13.866
21 H 13.748 3.412 15.340
22 H 14.893 1.631 14.103
23 H 12.312 2.303 10.715
24 H 11.325 4.234 11.876
25 H 16.992 -3.229 9.718
26 H 17.861 -4.614 11.638
27 H 17.280 -3.836 13.978
28 C 18.817 1.259 14.577
29 C 18.991 1.568 15.902
30 C 18.078 1.205 16.864
31 C 16.899 0.506 16.485
32 C 16.725 0.147 15.149
33 C 17.668 0.607 14.196
34 C 15.808 0.142 17.397
35 C 15.776 0.671 18.711
36 C 14.920 0.117 19.649
37 C 13.968 -0.874 19.259
38 C 12.982 -1.362 20.159
39 C 11.983 -2.196 19.702
40 C 11.929 -2.557 18.345
41 C 12.871 -2.071 17.421
42 C 13.927 -1.260 17.846
43 N 14.933 -0.819 16.951
44 H 19.564 1.521 13.841
45 H 19.898 2.105 16.205
46 H 18.262 1.436 17.919
47 H 17.582 0.423 13.135
48 H 16.454 1.468 18.966
49 H 14.938 0.437 20.657
50 H 13.010 -1.080 21.194
51 H 11.207 -2.594 20.370
52 H 11.077 -3.094 18.015
53 H 12.741 -2.288 16.342
54 C 11.598 -4.429 15.101
55 P 12.701 -3.411 14.036
56 C 11.379 -2.385 13.307
57 C 10.515 -1.780 14.229
58 C 9.714 -0.732 13.814
59 C 9.780 -0.286 12.500
60 C 10.708 -0.825 11.602
61 C 11.533 -1.863 11.994
62 C 13.224 -4.763 12.952
63 C 12.867 -4.932 11.608
64 C 13.603 -5.851 10.870
65 C 14.524 -6.679 11.449
66 C 14.744 -6.614 12.833
67 C 14.054 -5.714 13.607
68 H 10.665 -4.642 14.551
69 H 11.348 -3.896 16.016
70 H 12.085 -5.380 15.345
71 H 10.471 -2.162 15.249
72 H 9.068 -0.203 14.494
73 H 9.183 0.549 12.157
74 H 10.870 -0.378 10.633
75 H 12.278 -2.289 11.349
76 H 12.017 -4.427 11.188
77 H 13.482 -5.883 9.809
78 H 15.104 -7.406 10.868
79 H 15.491 -7.250 13.310
80 H 14.201 -5.678 14.677

=====

[4]
Molecular formula: C27H36N5O3S3V
Method: DFT, wB97M-V/def2-TZVPD

- gap between HOMO and LUMO (alpha / beta) (eV) = 7.27 / 7.34
- multiplicity = 3
- energy relative to the best compared isomer or geometry (same formula, charge and spin) (kJ/mol) = 3.0

Positions of all 75 atoms, in Å:
1 V 0.694 -0.609 0.756
2 C 2.993 1.084 1.819
3 N 2.472 -0.259 2.177
4 C 2.240 -0.267 3.646
5 C 1.158 -1.188 4.193
6 C -0.250 -0.894 3.695
7 N -0.471 -1.388 2.340
8 C -1.425 -2.221 2.147
9 C -1.870 -2.726 0.870
10 C -2.762 -3.813 0.861
11 C -3.266 -4.305 -0.319
12 C -2.905 -3.682 -1.521
13 C -2.061 -2.595 -1.545
14 C -1.516 -2.101 -0.345
15 O -0.734 -1.054 -0.383
16 C 3.538 -1.224 1.813
17 C 3.281 -2.704 2.083
18 C 2.007 -3.285 1.444
19 N 1.583 -2.430 0.353
20 C 1.731 -2.809 -0.865
21 C 1.642 -1.952 -2.013
22 C 1.634 -2.551 -3.287
23 C 1.683 -1.790 -4.427
24 C 1.785 -0.396 -4.303
25 C 1.827 0.216 -3.075
26 C 1.725 -0.543 -1.894
27 O 1.750 0.068 -0.733
28 H 3.904 1.291 2.394
29 H 2.239 1.831 2.055
30 H 3.209 1.109 0.754
31 H 1.963 0.749 3.920
32 H 3.195 -0.496 4.136
33 H 1.153 -1.020 5.274
34 H 1.396 -2.244 4.048
35 H -0.414 0.188 3.680
36 H -0.990 -1.341 4.367
37 H -1.985 -2.576 3.017
38 H -3.048 -4.261 1.806
39 H -3.941 -5.149 -0.322
40 H -3.309 -4.053 -2.455
41 H -1.802 -2.091 -2.466
42 H 4.447 -0.934 2.358
43 H 3.737 -1.078 0.750
44 H 3.281 -2.909 3.155
45 H 4.151 -3.224 1.673
46 H 1.202 -3.328 2.177
47 H 2.183 -4.303 1.084
48 H 1.999 -3.854 -1.053
49 H 1.578 -3.632 -3.352
50 H 1.654 -2.251 -5.404
51 H 1.823 0.215 -5.196
52 H 1.882 1.291 -2.979
53 C -1.139 5.119 2.600
54 O -1.057 3.983 1.739
55 C -0.410 2.875 2.154
56 S 0.368 2.839 3.628
57 S -0.559 1.665 0.952
58 H -1.806 5.808 2.088
59 H -0.155 5.566 2.737
60 H -1.539 4.842 3.574
61 C -2.932 3.015 -4.979
62 N -2.575 3.439 -3.653
63 C -3.058 4.695 -3.108
64 C -2.538 4.659 -1.662
65 N -2.225 3.255 -1.498
66 C -2.167 2.594 -2.671
67 S -1.649 1.013 -2.842
68 H -2.654 3.784 -5.702
69 H -4.008 2.826 -5.065
70 H -2.396 2.095 -5.200
71 H -4.153 4.743 -3.150
72 H -2.660 5.538 -3.675
73 H -3.294 4.983 -0.947
74 H -1.652 5.287 -1.533
75 H -1.735 2.872 -0.696

=====

[5]
Molecular formula: C4H5N3O7
Method: DFT, wB97M-V/def2-TZVPD

- gap between HOMO and LUMO (alpha / beta) (eV) = 9.34 / 8.94
- multiplicity = 3

Positions of all 19 atoms, in Å:
1 C 0.191 -0.475 -0.108
2 C -2.850 -0.186 -0.512
3 C -1.976 -0.576 0.695
4 C 1.659 0.279 0.251
5 N 1.840 0.435 1.631
6 N 2.623 -0.866 -0.371
7 N 1.750 1.601 -0.686
8 O 0.097 -1.244 -0.985
9 O 1.544 1.537 2.072
10 O 2.935 -0.606 -1.464
11 O 2.748 -1.787 0.365
12 O 0.774 1.892 -1.276
13 O 2.831 2.066 -0.672
14 O -0.678 0.018 0.681
15 H -2.204 0.695 -0.935
16 H -3.028 -1.051 -1.130
17 H -3.774 0.172 -0.149
18 H -2.027 -1.702 0.982
19 H -2.456 -0.202 1.612

=====

[6]
Molecular formula: C4H7NO2S
Method: DFT, wB97M-V/def2-TZVPD

- gap between HOMO and LUMO (eV) = 9.32
- energy relative to the best compared isomer or geometry (same formula, charge and spin) (kJ/mol) = 645.1

Positions of all 15 atoms, in Å:
1 C -1.181 0.846 0.090
2 C 0.305 0.557 0.011
3 C 0.711 -0.403 -0.963
4 C 1.055 -0.288 1.009
5 H -2.607 -1.877 0.482
6 H -1.638 1.804 0.072
7 H 1.724 1.806 -0.415
8 H 0.630 0.068 -1.954
9 H 0.184 -1.409 -1.024
10 H 0.304 -1.140 1.001
11 H 1.226 0.198 2.074
12 N -2.100 -0.048 0.111
13 O -1.713 -1.351 -0.235
14 O 0.696 1.945 -0.204
15 S 2.404 -0.707 -0.057

=====

[7]
Molecular formula: C8H15N6O
Method: DFT, wB97M-V/def2-TZVPD

- gap between HOMO and LUMO (eV) = 9.57
- charge = +1
- energy relative to the best compared isomer or geometry (same formula, charge and spin) (kJ/mol) = 231.3

Positions of all 30 atoms, in Å:
1 C 2.703 0.204 -0.571
2 C 1.710 -0.706 -0.819
3 C 0.710 -0.560 0.236
4 C -2.475 0.236 -0.084
5 C 1.651 -1.500 -2.082
6 C -3.247 -0.865 -0.730
7 C 3.286 1.875 1.171
8 C -2.109 -0.789 2.000
9 N 1.242 0.443 0.965
10 N -2.004 1.092 -1.100
11 N -1.105 1.863 -1.008
12 N 2.422 0.943 0.496
13 N -0.372 2.665 -1.283
14 N -1.427 -0.108 0.908
15 O -0.473 -1.104 0.329
16 H 3.527 0.274 -1.246
17 H -3.200 0.759 0.540
18 H 1.177 -0.856 -2.904
19 H 2.690 -1.861 -2.512
20 H 0.919 -2.375 -1.982
21 H -4.208 -0.462 -1.306
22 H -3.594 -1.563 0.070
23 H -2.619 -1.466 -1.537
24 H 2.910 2.836 0.842
25 H 3.327 1.751 2.226
26 H 4.323 1.652 0.757
27 H -3.204 -0.642 1.932
28 H -1.943 -1.922 1.853
29 H -1.692 -0.393 2.863
30 H 1.076 0.579 1.976

=====

[8]
Molecular formula: C39H42FIN7O10
Method: DFT, wB97M-V/def2-TZVPD

- gap between HOMO and LUMO (eV) = 6.85
- charge = +1

Positions of all 100 atoms, in Å:
1 O 2.346 -1.162 6.231
2 C 1.659 -1.034 5.269
3 O 0.588 -1.841 4.991
4 C 0.998 -2.955 4.163
5 C -0.212 -3.603 3.539
6 C -1.006 -2.743 2.542
7 N -0.170 -1.960 1.671
8 C -0.926 -1.196 0.691
9 C -2.330 -0.773 1.153
10 N -2.428 -0.617 2.636
11 I -1.011 0.889 3.192
12 C -3.739 -0.092 3.098
13 C -4.853 -0.074 2.290
14 C -6.043 0.427 2.805
15 C -6.051 0.872 4.117
16 C -4.869 0.789 4.842
17 N -3.731 0.323 4.350
18 C -2.113 -1.955 3.313
19 C -3.361 -2.854 3.442
20 C -4.097 -2.796 4.798
21 C -4.945 -4.053 5.004
22 F -6.228 -3.685 5.412
23 H 1.878 -0.258 4.516
24 H 1.669 -2.591 3.383
25 H 1.578 -3.664 4.756
26 H 0.095 -4.532 3.061
27 H -0.889 -3.889 4.352
28 H -1.529 -3.451 1.889
29 H 0.460 -1.353 2.177
30 H -1.066 -1.805 -0.207
31 H -0.364 -0.320 0.379
32 H -2.661 0.146 0.673
33 H -3.048 -1.552 0.882
34 H -4.832 -0.446 1.276
35 H -6.931 0.466 2.191
36 H -6.945 1.273 4.572
37 H -4.856 1.118 5.875
38 H -1.767 -1.723 4.319
39 H -4.069 -2.670 2.631
40 H -3.020 -3.883 3.303
41 H -4.812 -1.976 4.772
42 H -3.381 -2.650 5.604
43 H -4.541 -4.704 5.779
44 H -5.070 -4.606 4.071
45 C 1.789 5.888 -0.283
46 C 2.155 5.072 -1.345
47 C 1.496 3.872 -1.558
48 C 0.474 3.514 -0.697
49 C 0.098 4.310 0.372
50 C 0.765 5.506 0.575
51 N -0.232 2.250 -0.930
52 O 0.105 1.566 -1.871
53 O -1.120 1.938 -0.148
54 H 2.303 6.827 -0.124
55 H 2.953 5.370 -2.012
56 H 1.776 3.232 -2.382
57 H -0.707 4.008 1.026
58 H 0.483 6.145 1.401
59 C 4.049 -8.092 0.429
60 C 4.142 -7.307 -0.713
61 C 3.846 -5.955 -0.654
62 C 3.460 -5.414 0.558
63 C 3.360 -6.178 1.708
64 C 3.657 -7.528 1.637
65 N 3.160 -3.976 0.627
66 O 3.244 -3.327 -0.392
67 O 2.837 -3.513 1.709
68 H 4.287 -9.146 0.379
69 H 4.450 -7.748 -1.651
70 H 3.917 -5.335 -1.535
71 H 3.063 -5.727 2.643
72 H 3.588 -8.141 2.525
73 C -3.335 4.453 -5.221
74 C -3.281 5.719 -4.652
75 C -2.079 6.405 -4.595
76 C -0.948 5.804 -5.115
77 C -0.978 4.544 -5.684
78 C -2.185 3.866 -5.734
79 N 0.331 6.535 -5.069
80 O 0.337 7.630 -4.549
81 O 1.306 5.990 -5.551
82 H -4.278 3.924 -5.271
83 H -4.178 6.176 -4.257
84 H -2.024 7.391 -4.158
85 H -0.078 4.104 -6.087
86 H -2.230 2.882 -6.180
87 C 2.913 2.110 -5.289
88 C 3.780 3.195 -5.273
89 C 5.143 2.996 -5.425
90 C 5.610 1.706 -5.591
91 C 4.764 0.612 -5.606
92 C 3.403 0.821 -5.451
93 N 7.059 1.487 -5.761
94 O 7.780 2.462 -5.721
95 O 7.437 0.347 -5.930
96 H 1.847 2.271 -5.176
97 H 3.390 4.197 -5.147
98 H 5.830 3.829 -5.413
99 H 5.161 -0.384 -5.735
100 H 2.726 -0.022 -5.461

=====

[9]
Molecular formula: C2H8N2O
Method: DFT, wB97M-V/def2-TZVPD

- gap between HOMO and LUMO (eV) = 10.35
- energy relative to the best compared isomer or geometry (same formula, charge and spin) (kJ/mol) = 116.6

Positions of all 13 atoms, in Å:
1 C 0.135 -1.221 -0.687
2 N -0.250 0.223 -0.662
3 C -1.074 0.620 0.254
4 N -1.575 -0.129 1.314
5 H 0.645 -1.362 -1.654
6 H -0.754 -1.894 -0.616
7 H 0.813 -1.482 0.115
8 H -1.393 1.666 0.260
9 H -1.076 -0.959 1.607
10 H -1.970 0.407 2.040
11 O 2.378 1.322 -0.332
12 H 1.486 0.944 -0.558
13 H 2.637 1.865 -1.082

=====

Total energy readings, ordered: -9653.0527; -1396.5831; -3866.4405; -3688.6456; -845.9936; -759.8308; -717.1734; -3043.9416; -265.7387 Ha